Entry 1:
Entry from the Open Molecules 2025 dataset: a single C2H4N2S molecule at a distorted geometry (ωB97M-V with the def2-TZVPD basis set).

Calculated values
Charge: 0
SMILES: CNSC#N

Positions of all 9 atoms, in Å:
1 S 1.179 1.192 -0.197
2 N -0.270 0.642 0.404
3 N 3.222 -1.389 -0.019
4 C 2.595 -0.487 0.233
5 C -1.319 -0.045 -0.375
6 H -1.793 -0.896 0.300
7 H -0.520 0.542 1.434
8 H -1.968 0.767 -0.424
9 H -1.129 -0.325 -1.357

Forces on atoms 1 to 3 (eV/Å):
S -0.19 -3.11 2.22
N 1.40 -0.33 0.56
N 2.07 -2.88 -0.39


Entry 2:
Entry from the Open Molecules 2025 dataset: a single C2H4N2S2 molecule at a distorted geometry (ωB97M-V with the def2-TZVPD basis set).

Calculated values
Charge: 0
SMILES: S[C@H]1N=NCS1

Positions of all 10 atoms, in Å:
1 S 2.438 0.814 0.162
2 S -0.424 1.085 0.436
3 N 0.572 -1.141 -0.563
4 N -0.490 -1.542 -0.246
5 C -1.348 -0.676 0.387
6 C 0.799 0.304 -0.441
7 H 1.801 1.792 0.826
8 H 0.566 0.863 -1.402
9 H -1.850 -1.048 1.224
10 H -2.065 -0.452 -0.384

Forces on atoms 1 to 3 (eV/Å):
S -0.07 -0.26 -0.02
S -3.41 -0.91 2.89
N 3.90 0.56 -2.39


Entry 3:
Entry from the Open Molecules 2025 dataset: a single C2H4N2S2 molecule at a distorted geometry (ωB97M-V with the def2-TZVPD basis set).

Calculated values
Charge: 0
SMILES: [H]/N=C(\N)C(=S)S

Positions of all 10 atoms, in Å:
1 S -0.777 -0.975 -1.962
2 S -1.538 -1.596 0.904
3 N 1.238 1.001 -0.481
4 N 0.104 0.405 1.548
5 C 0.312 0.295 0.244
6 C -0.721 -0.707 -0.332
7 H 1.009 1.196 -1.647
8 H -2.368 -2.180 0.042
9 H 0.738 1.141 1.768
10 H 2.002 1.419 -0.083

Forces on atoms 1 to 3 (eV/Å):
S -0.28 0.33 1.01
S -0.11 0.43 0.13
N -3.99 -1.29 -6.07


| no. | LUMO energy (eV) |
| --- | --- |
| 1 | -0.9 |
| 2 | 0.6 |
| 3 | -0.8 |